Entry 1:
Formula: C2H6S2
Source: the OMol25 dataset
Level of theory: wB97M-V/def2-TZVPD

Geometry as XYZ:
```
10
Properties=species:S:1:pos:R:3
H 0.535 -1.220 0.583
C -0.498 -1.494 0.603
S 1.309 1.771 -1.897
H -0.737 -2.355 1.161
H -1.548 0.178 -0.537
H 0.200 1.676 -1.193
H -2.506 -0.730 0.603
S 2.707 1.414 -0.344
C -1.543 -0.707 0.139
H 2.082 1.465 0.882
```

Summary:
Energy relative to the best compared isomer or geometry (same formula, charge and spin) = 203.6 kJ/mol
Electronic energy = -876.0929 a.u.
LUMO energy = 0.025 eV
Structure (SMILES) = C=C.SS
Largest force on an atom = 4.1 eV/A
Molecular weight = 94.20 g mol⁻¹

Entry 2:
Formula: C11H20BN2O5
Source: the OMol25 dataset
Level of theory: wB97M-V/def2-TZVPD

Geometry as XYZ:
```
39
Properties=species:S:1:pos:R:3
H 3.868 0.672 4.960
H 1.067 1.630 -0.744
N 1.239 -0.853 2.347
N -0.244 -1.071 0.807
C 0.903 -0.693 0.171
O 3.346 1.276 4.424
H -3.359 0.113 -3.319
C 1.043 -0.438 -1.305
C 0.668 1.035 -1.564
B 2.160 0.789 3.995
H 2.494 -0.831 -2.831
H 0.339 2.058 -3.456
C 1.852 -0.558 1.150
C -3.382 -1.057 -0.782
H -1.152 -1.255 0.367
H 0.347 -1.121 -1.795
H 1.322 -1.219 4.402
C 1.166 1.637 -2.890
H -5.501 0.705 -1.201
H 1.654 0.920 -3.540
O 1.105 1.640 3.756
H 1.855 2.454 -2.703
H 2.718 -1.819 -1.426
H -3.590 1.614 -2.398
H -0.741 -1.421 2.873
O -2.836 -1.811 -0.023
O -2.781 0.010 -1.339
H 2.883 -0.280 1.060
H 2.866 -1.332 3.561
H -0.414 1.119 -1.514
C -0.025 -1.163 2.117
H 0.533 1.772 4.516
H -5.687 -0.218 -2.706
C 2.454 -0.815 -1.745
C -5.009 0.022 -1.894
O -4.647 -1.172 -1.177
C 1.940 -0.769 3.627
C -3.658 0.531 -2.358
H 3.207 -0.099 -1.422
```

Summary:
Total charge = +1
Electronic energy = -941.6286 a.u.
LUMO energy = -2.290 eV
Largest force on an atom = 0.9 eV/A
Molecular weight = 271.10 g mol⁻¹